Entry 1:
ORCA calculation (ωB97M-V with the def2-TZVPD basis set) on a molecular structure, C3H2AgO4 at a distorted geometry.

Output
E_tot: -563.4414 Ha
LUMO energy: 0.11263 Ha
Frontier orbital gap: 6.4 eV

```
! wB97M-V def2-TZVPD RIJCOSX def2/J DEFGRID3
* xyz -1 1
H 0.0279 1.2840 1.7143
C 1.0663 1.1392 0.0788
C -0.0848 0.7412 0.7110
O -0.3589 -0.6192 0.6283
C -1.3857 -1.0429 -0.2563
O -2.4894 -0.5184 -0.1697
O -0.9581 -1.9250 -1.0372
Ag 1.2245 -1.6448 -0.9319
O 1.7889 0.3524 -0.6774
H 1.1692 2.2335 -0.0598
*
```

=====

Entry 2:
ORCA calculation (ωB97M-V with the def2-TZVPD basis set) on a molecular structure, C3H2AuFO2 at a distorted geometry.

Output
E_tot: -500.3242 Ha
⟨S²⟩: 2.029
LUMO energy (spin up / spin down): -0.48459 / -0.52804 Ha
Frontier orbital gap (spin up / spin down): 8.2 / 7.6 eV

```
! wB97M-V def2-TZVPD RIJCOSX def2/J DEFGRID3
* xyz 2 3
F 1.6289 0.3355 -1.8946
O -1.5705 -0.3015 1.2489
O -0.4801 -0.8444 -1.1036
C -0.3729 0.0463 1.1484
C 0.8172 0.5989 -0.8792
C 0.3895 -0.3590 -0.0105
H 0.0050 0.8712 1.7721
H 1.5890 0.8647 0.0410
Au -2.0062 -1.2116 -0.3226
*
```

=====

Entry 3:
ORCA calculation (ωB97M-V with the def2-TZVPD basis set) on C3H2Br2 in the gas phase at a distorted geometry.

Output
E_tot: -5263.2429 Ha
LUMO energy (spin up / spin down): -0.04862 / -0.04861 Ha
Frontier orbital gap (spin up / spin down): 7.2 / 7.2 eV

```
! wB97M-V def2-TZVPD RIJCOSX def2/J DEFGRID3
* xyz 0 1
C -1.8896 0.3174 0.0778
C 0.5855 -1.6687 -0.4808
C -0.3496 -0.2775 -0.1571
Br -2.9507 -0.8797 0.9201
Br -0.2925 -3.2661 -0.3149
H 0.1301 0.2813 -1.0738
H 0.0176 -0.0112 0.9242
*
```

=====

Entry 4:
ORCA calculation (ωB97M-V with the def2-TZVPD basis set) on a molecular structure, C3H2Br2Cl2 at a distorted geometry.

Output
E_tot: -6183.8359 Ha
LUMO energy: 0.01073 Ha
Frontier orbital gap: 10.5 eV

```
! wB97M-V def2-TZVPD RIJCOSX def2/J DEFGRID3
* xyz 0 1
C -0.3812 0.1570 0.6178
C 0.7150 0.3020 1.3216
C -0.4114 -0.1800 -1.2697
Cl 0.8190 0.6166 3.0467
Cl 2.3551 0.0997 0.6279
Br -2.2678 -0.0845 -1.7441
Br 0.5185 -1.7638 -1.6115
H -1.4871 0.3775 0.8308
H 0.1400 0.4756 -1.8195
*
```

=====

Entry 5:
ORCA calculation (ωB97M-V with the def2-TZVPD basis set) on a gas-phase ion, C3H2Br2NO2 (charge -1) at a distorted geometry.

Output
E_tot: -5468.8093 Ha
SMILES: [H]/N=C(/C(=O)[O-])C(Br)Br
LUMO energy: 0.10515 Ha
Frontier orbital gap: 7.2 eV

```
! wB97M-V def2-TZVPD RIJCOSX def2/J DEFGRID3
* xyz -1 1
H 1.7237 -1.1863 1.3012
N 1.1072 -0.4036 1.5050
C 0.1031 -0.0024 0.8945
C -0.8112 1.4028 1.3124
O -1.9602 1.0930 1.6170
O -0.1058 2.3775 1.3864
C -0.6729 -0.5704 -0.2734
Br -0.6568 0.8133 -1.6735
Br -0.0086 -2.4620 -1.2178
H -1.7867 -0.6007 -0.2700
*
```

=====

Entry 6:
ORCA calculation (ωB97M-V with the def2-TZVPD basis set) on a molecular structure, C3H2Br2O2 at a distorted geometry.

Output
E_tot: -5414.0136 Ha
LUMO energy: 0.01512 Ha
Frontier orbital gap: 10.2 eV

```
! wB97M-V def2-TZVPD RIJCOSX def2/J DEFGRID3
* xyz 0 1
C 0.8450 -2.4046 -0.5601
C -1.2196 1.2560 0.2304
C 0.0779 1.1326 0.2469
O -0.0112 -2.8463 0.0631
O 1.6449 -1.9179 -1.2254
Br 1.0930 2.2125 -0.9089
Br 1.0763 0.1185 1.4988
H -1.7866 0.6118 1.1071
H -1.7196 1.8375 -0.4519
*
```

=====

Entry 7:
ORCA calculation (ωB97M-V with the def2-TZVPD basis set) on C3H2Br3F3 in the gas phase at a distorted geometry.

Output
E_tot: -8137.1369 Ha
SMILES: F[C@@H](Br)[C@H](Br)C(F)(F)Br
LUMO energy: -0.00872 Ha
Frontier orbital gap: 10.1 eV

```
! wB97M-V def2-TZVPD RIJCOSX def2/J DEFGRID3
* xyz 0 1
F 0.0682 -2.2835 0.8337
C 0.0246 -0.9184 0.9154
Br 1.6542 -0.3357 1.9356
C -0.0483 -0.3651 -0.5241
Br 1.6905 -0.7408 -1.4910
C -0.4528 1.1005 -0.5162
F -0.9124 1.4936 -1.7423
F -1.4589 1.3249 0.3513
Br 1.1732 2.2688 -0.1977
H -0.8696 -0.6539 1.4539
H -0.8686 -0.8904 -1.0187
*
```

=====

Entry 8:
ORCA calculation (ωB97M-V with the def2-TZVPD basis set) on 2 unconnected molecules or ions with the total composition C3H2BrCl at a distorted geometry.

Output
E_tot: -3149.4594 Ha
LUMO energy (spin up / spin down): -0.07318 / -0.07852 Ha
Frontier orbital gap (spin up / spin down): 7.0 / 6.8 eV

```
! wB97M-V def2-TZVPD RIJCOSX def2/J DEFGRID3
* xyz 0 1
C -1.1130 2.3287 -0.5507
C -1.6860 3.0219 -1.3278
C 0.4175 0.4907 0.5686
Cl 0.0260 0.4245 2.1168
Br -2.7598 3.9931 -2.5208
H 1.5477 0.6085 0.3286
H -0.2581 0.0972 -0.2815
*
```

=====

What is the formula in the eighth record?
C3H2BrCl

=====

Which value of E_tot does entry 5 give?
-5468.8093 Ha